Below is an isolated molecule of CH3N5 at a distorted geometry, with properties calculated with wB97M-V/def2-TZVPD.

The LUMO energy comes out at 0.29 eV. For the strongest force on any atom, the calculation gives 7.3 eV/A. The HOMO energy comes out at -0.36269 Ha. As for the spin multiplicity: 1. For the relative energy (zero: lowest compared OMol25 entry of this formula, charge and spin), the calculation gives 82.9 kcal per mole.

Geometry (Å):
C -0.857 -0.027 0.262
H 0.085 0.852 -1.261
N -0.150 0.089 1.598
N 1.030 -0.317 1.241
H -1.859 -0.210 -1.099
N 0.178 0.022 -0.720
N 1.427 -0.420 0.047
H 2.243 0.045 -0.045
N -2.096 -0.035 -0.024

Atoms 1-3, force components in eV/Å:
1.09 1.80 1.31
1.02 0.79 -0.37
1.26 -2.80 -4.00



Below is a structure of composition C39H38AsBaCl4N11O4P2 at a distorted geometry, with properties calculated with wB97M-V/def2-TZVPD.

The LUMO energy comes out at 3.64 eV. For the strongest force on any atom, the calculation gives 1.9 eV/A. The HOMO energy comes out at -0.04262 Ha. The net charge is -2. As for the spin multiplicity: 1. For the relative energy (zero: lowest compared OMol25 entry of this formula, charge and spin), the calculation gives 35.0 kcal per mole.

Geometry (Å):
C -1.568 -2.037 2.898
C 4.556 1.136 -5.973
C 1.783 0.938 3.137
N -1.141 -2.308 -1.412
C 5.982 -0.028 0.508
H 6.935 -0.512 0.678
H -3.646 1.577 -2.701
H 6.219 1.368 2.124
Cl 2.922 2.278 6.793
P 2.806 -0.363 -2.019
H 0.550 3.793 -2.029
C 4.842 0.762 -3.616
C -0.202 3.348 -2.680
H 0.577 -4.684 0.990
H 4.947 -2.359 3.232
N -1.703 -3.257 -3.328
Cl -0.709 4.149 3.192
H 5.451 0.839 -2.725
H -0.065 -7.062 0.918
H 4.945 1.491 -6.920
N -5.159 0.433 -0.783
H -2.731 -3.895 1.740
H -2.888 4.471 -1.805
C -2.822 -4.042 2.814
C 0.780 1.959 2.767
C 2.417 1.113 4.375
C 2.786 -2.194 -2.148
H -1.611 -4.206 5.290
H 2.519 1.614 0.027
C 2.094 2.159 5.260
N -0.382 -3.355 -3.150
C 3.498 1.164 0.132
C 4.344 1.623 1.134
O 0.268 1.834 1.598
C -2.559 3.856 -0.965
H 2.436 -5.077 -2.849
H 6.798 -3.791 2.393
N -3.201 -0.423 -0.448
C 5.338 1.215 -4.832
H 1.836 -7.455 -2.902
H -2.700 2.586 -3.840
N -4.059 0.576 -0.129
H 6.577 -4.910 0.190
C 0.484 2.973 3.668
H 2.215 -2.417 -3.054
C 3.271 0.610 -5.904
As -1.505 2.341 -1.596
H -0.703 4.131 -3.253
C 4.864 -2.870 2.281
C 5.896 -3.660 1.805
N -0.046 -2.788 -2.037
H 4.006 2.410 1.795
H 3.825 -2.521 -2.239
N -1.329 -1.057 2.345
C -2.128 -2.602 -2.240
C -2.651 1.793 -3.089
C 5.776 -4.285 0.567
C 0.499 -6.636 0.098
H 4.530 -4.622 -1.129
H 0.574 -8.464 -1.028
C 3.581 -3.304 0.293
H 0.296 2.650 -3.353
H 2.933 -2.016 1.899
N -3.455 -2.295 -2.009
O 2.024 0.000 2.316
H 5.452 -1.334 -1.092
H -2.253 0.884 -3.541
C 1.921 -5.516 -2.004
C 3.891 0.102 -0.674
C 5.142 -0.491 -0.484
C 3.707 -2.683 1.532
Cl 0.722 4.378 6.002
C 0.858 -5.300 0.143
C 5.577 1.028 1.320
C 1.577 -4.742 -0.909
H -1.948 4.443 -0.279
H -3.853 -3.819 3.112
H 6.334 1.635 -4.879
C 1.134 3.079 4.918
Ba -0.140 -0.060 0.091
H -2.818 -2.898 5.368
C 2.774 0.161 -4.694
H 1.765 -0.228 -4.633
N -1.871 -3.181 3.495
H -1.082 -2.515 5.300
C 4.619 -4.111 -0.173
C 0.859 -7.420 -0.992
C 1.568 -6.857 -2.041
O 1.433 0.221 -1.916
H -2.596 -5.083 3.054
C 3.562 0.232 -3.544
H 2.652 0.557 -6.791
H -4.049 -2.506 -2.798
C -3.884 -1.139 -1.341
P 2.037 -3.027 -0.685
O 1.284 -2.153 0.265
Cl 3.645 -0.059 4.808
N -5.098 -0.655 -1.578
H -3.417 3.461 -0.423
C -1.851 -3.198 4.947

Atoms 1-3, force components in eV/Å:
-0.14 0.13 -0.11
-0.01 0.00 -0.05
-0.17 0.21 0.06



Below is a structure of composition C19H31NO9PdSSi at a distorted geometry, with properties calculated with wB97M-V/def2-TZVPD.

The LUMO energy comes out at 4.63 eV. For the strongest force on any atom, the calculation gives 1.4 eV/A. The HOMO energy comes out at -0.03917 Ha. The net charge is -2. As for the spin multiplicity: 1. For the relative energy (zero: lowest compared OMol25 entry of this formula, charge and spin), the calculation gives 0.0 kcal per mole.

Geometry (Å):
H -1.345 1.233 2.387
S 0.848 4.006 -2.330
H -3.851 -1.240 -2.986
C 3.517 4.533 1.269
H -2.075 -1.413 -3.029
Si -0.330 -1.002 -0.583
H 3.215 -4.278 -1.010
C 3.088 5.673 0.567
C -2.921 -1.048 -2.438
C -3.000 -1.741 -1.082
H 4.146 4.588 2.147
H -4.233 -0.173 -0.257
H -0.221 -2.121 3.575
O 0.176 -0.254 0.808
H -2.201 -0.263 2.004
C 2.716 -1.588 -0.624
C -3.019 -3.256 -1.255
C -4.235 -1.264 -0.335
O -1.890 -1.414 -0.249
H -5.145 -1.585 -0.854
H -2.045 -3.605 -1.608
H -1.575 0.004 3.652
C 2.280 5.531 -0.520
O 0.450 -2.485 -0.613
N 2.294 3.189 -0.255
C 3.085 3.316 0.829
H 2.042 -0.243 2.624
C -0.064 -1.974 2.500
O -3.821 2.323 0.330
H -3.226 -3.745 -0.298
C -1.774 3.554 0.656
H 0.886 -2.434 2.213
H -4.237 -1.687 0.675
H 3.322 2.372 1.296
C 2.212 -4.039 -0.642
C -1.380 0.161 2.585
H 2.224 -4.059 0.451
Pd -0.124 1.883 -0.849
C -0.057 -0.482 2.189
H -2.794 0.026 -2.301
H 2.411 -0.594 -0.964
H 2.726 -1.574 0.470
O -2.216 4.516 1.262
C -2.670 2.526 -0.012
H 1.513 -4.805 -0.991
H 0.965 0.141 3.995
C 1.765 -2.672 -1.132
H 1.035 -3.430 -3.013
O -0.006 -0.044 -1.817
H 1.108 1.266 2.620
O 1.949 1.939 -0.594
C 1.849 4.260 -0.998
C 1.089 0.212 2.909
H 1.340 -1.679 -2.996
H -3.785 -3.555 -1.979
O -0.503 3.300 0.530
H 3.731 -1.788 -0.984
O -2.095 1.882 -0.996
H 3.382 6.663 0.897
H 2.709 -2.821 -3.079
C 1.713 -2.648 -2.656
H 1.912 6.389 -1.065
H -0.863 -2.482 1.954

Atoms 1-3, force components in eV/Å:
0.01 0.00 -0.01
0.55 0.68 -0.30
0.06 0.01 -0.02



Below is a cluster of 2 separate species, C3H3BrO2S in total at a distorted geometry, with properties calculated with wB97M-V/def2-TZVPD.

As for the expectation value of S²: 2.01. The LUMO energy (spin up / spin down) comes out at 0.23 / -3.20 eV. For the strongest force on any atom, the calculation gives 8.7 eV/A. The HOMO energy (spin up / spin down) comes out at -0.26665 / -0.37651 Ha. As for the spin multiplicity: 3. For the relative energy (zero: lowest compared OMol25 entry of this formula, charge and spin), the calculation gives 61.2 kcal per mole.

Geometry (Å):
O -0.068 -0.038 2.105
H 2.189 0.306 0.204
C -0.769 -1.610 -0.987
S 0.142 0.923 1.021
Br 0.574 -1.975 -2.157
C 1.309 0.752 -0.088
C -1.540 -0.996 -0.280
H -2.337 -0.585 0.265
O -1.004 1.746 0.715
H 1.506 1.477 -0.798

Atoms 1-3, force components in eV/Å:
0.71 -1.48 -1.47
1.50 -1.50 0.96
-0.10 1.19 0.20



Below is a cluster of 12 separate species, C57H77ClF6N3O23S in total at a distorted geometry, with properties calculated with wB97M-V/def2-TZVPD.

The LUMO energy comes out at -5.32 eV. For the strongest force on any atom, the calculation gives 7.2 eV/A. The HOMO energy comes out at -0.39273 Ha. The net charge is +1. As for the spin multiplicity: 1.

Geometry (Å):
O -9.053 -1.543 -2.533
H -3.984 -3.966 -10.408
H 1.176 7.435 7.090
H 4.857 0.597 -0.830
O 6.779 -1.090 -4.374
H 3.108 5.780 10.037
C -1.125 3.595 6.912
H -3.721 -5.617 -9.743
C 2.100 6.203 10.002
H -3.150 -0.053 10.926
H -3.126 0.699 8.683
C -5.265 4.262 6.569
H 8.771 0.983 2.277
C 1.551 1.026 -6.534
C -4.340 1.589 11.612
O 3.357 -4.063 1.806
C -3.248 2.063 -1.793
N 3.799 0.547 -4.244
H 4.834 2.244 -1.839
O 4.703 -6.934 -5.173
H -4.350 -2.121 -8.172
O 5.009 -2.640 1.116
C 7.723 -0.608 3.321
O 6.991 1.596 3.106
H 6.616 -0.817 1.470
H 1.123 2.314 3.177
C 2.832 -1.774 1.717
H -4.001 1.327 12.617
C 1.183 5.229 9.327
C -7.327 4.604 7.619
H 1.182 8.034 9.379
C 2.610 2.202 -6.070
C -6.307 5.320 6.770
H -5.893 6.188 7.288
H -3.345 2.432 -0.768
C 4.840 0.345 -3.122
H 5.153 -5.081 -5.477
H 3.246 -0.906 2.235
H 0.793 -2.117 2.435
F -0.706 -0.514 -4.485
F 3.837 4.395 -6.586
C -7.242 -0.970 -4.032
C -1.329 2.920 5.579
H -5.583 -3.190 -3.419
O 0.391 1.830 6.753
H -1.079 1.840 8.192
O -7.636 -3.168 -3.297
H -3.027 -4.816 -7.654
C -6.514 -1.938 -4.931
H -7.851 -0.269 -4.607
H 0.826 5.343 -6.537
C 1.812 -2.491 2.566
O 0.722 4.222 9.838
C -4.054 -4.601 -9.520
H 3.070 -1.629 -4.056
C -2.914 0.593 -1.830
O 6.809 -2.364 -6.273
H 6.872 -4.888 -5.096
O 2.035 1.469 1.304
F 0.440 -1.757 -7.672
C -3.302 -4.016 -8.351
H -4.869 -0.246 10.544
C 1.707 -0.445 -5.817
H -2.249 2.328 5.559
H 2.284 -7.592 -8.215
C 1.742 6.766 7.745
O -4.129 4.454 6.169
H -0.484 4.475 6.783
H 5.930 0.613 -3.455
C -8.099 -1.886 -3.212
C 1.397 4.547 -5.893
N 0.457 3.410 1.075
H 1.377 -8.862 -5.598
C 6.484 -2.112 -4.971
C 5.965 0.798 2.687
F -1.857 -1.739 -6.323
H 2.077 -2.386 3.625
H -4.167 -3.009 -6.639
C 5.682 -3.246 -4.409
H 0.522 -7.622 -6.530
H 2.657 6.456 7.230
H -2.387 -3.490 -8.638
H 2.108 -6.999 -4.380
H -5.531 -1.583 -5.251
C -4.592 2.098 -2.455
C -4.273 -0.055 -1.789
H 2.281 -9.308 -7.738
C -3.538 2.723 11.050
H -4.733 1.456 8.805
H 2.422 -1.487 0.745
O 0.253 1.439 4.503
C 1.164 2.448 2.013
H 7.507 -0.831 4.373
N 0.866 3.097 -0.230
C 3.733 1.922 -4.908
C -0.151 1.997 5.510
H -5.397 1.868 11.620
C 8.185 0.819 3.188
C 1.512 -7.968 -6.219
H 1.747 6.447 11.006
H -6.428 -4.090 -4.702
O -5.142 3.097 -2.888
H 8.459 -1.334 2.967
C -6.449 -3.185 -4.089
H 0.257 2.985 8.465
C -0.395 2.544 7.706
O 3.745 -8.130 -6.871
H -2.259 0.272 -1.016
Cl 0.273 1.457 -7.825
O -5.585 -3.751 -7.952
C 2.538 3.702 -6.773
H -7.761 2.927 6.308
C 3.713 -7.317 -5.774
O -6.395 -5.212 -9.515
H -6.717 5.608 5.798
C 3.873 -2.833 1.516
H 5.717 -1.322 2.945
F 1.498 -2.951 -5.855
O -3.244 3.746 11.647
C -4.329 -3.116 -7.716
H 6.897 -4.136 -7.338
C -0.711 -1.711 -5.357
C -4.059 0.483 10.627
O -5.781 3.031 6.858
S 2.493 1.232 -1.708
C -7.162 3.169 7.192
H -8.346 4.977 7.488
C 1.977 -3.926 2.139
C 1.831 1.902 -0.089
H -1.314 3.641 4.758
H 4.625 -2.967 -4.401
H 2.158 3.656 -7.880
C 2.420 -8.285 -7.378
H -7.061 4.708 8.678
H -2.417 0.354 -2.778
H 4.793 -0.824 -2.886
C 6.215 -3.597 -6.674
H -6.555 -0.435 -3.369
O -3.213 2.472 9.748
H 1.996 5.051 -4.993
H -7.418 2.472 7.995
H -4.278 -1.025 -2.296
H 4.503 2.760 -4.548
H -4.640 -0.187 -0.766
H 8.775 1.140 4.051
C 0.724 -1.700 -6.200
F -0.848 -2.905 -4.472
H -2.056 3.922 7.384
H -7.114 -2.127 -5.829
H 1.378 -4.168 1.255
H 2.929 8.010 9.088
C -3.807 1.238 9.347
H 1.720 -4.623 2.943
C 2.874 -0.618 -4.654
C 4.364 1.155 -1.738
C 5.964 -4.352 -5.395
O 0.965 5.604 8.033
C 2.300 -6.935 -5.454
H -2.518 2.655 -2.350
H 0.630 3.792 -5.387
H 6.021 -3.509 -3.404
C -5.467 -4.592 -9.022
H 2.110 -5.924 -5.823
O -5.142 0.848 -2.471
H 5.289 -3.379 -7.217
C 6.439 -0.615 2.530
O 4.838 1.197 2.443
C 2.024 7.397 9.083

Atoms 1-3, force components in eV/Å:
1.55 -1.13 -1.05
-0.08 -0.17 -0.02
-0.01 -0.33 0.01



Below is a cluster of 2 separate species, C3H4IN in total at a distorted geometry, with properties calculated with wB97M-V/def2-TZVPD.

The LUMO energy comes out at -0.40 eV. For the strongest force on any atom, the calculation gives 4.4 eV/A. The HOMO energy comes out at -0.36119 Ha. As for the spin multiplicity: 1. For the relative energy (zero: lowest compared OMol25 entry of this formula, charge and spin), the calculation gives 43.2 kcal per mole.

Geometry (Å):
N -1.848 -2.828 0.538
H 1.275 -0.797 0.630
H 0.797 0.848 0.424
C -1.442 -1.763 0.691
C -0.937 -0.407 0.786
H -2.214 0.390 0.044
I -1.058 0.343 2.738
C 0.474 -0.114 0.155
H 0.546 -0.239 -0.941

Atoms 1-3, force components in eV/Å:
0.06 0.05 0.13
-1.48 0.70 -0.64
0.10 1.45 0.21



Below is a structure of composition C30H46BrHfN3P2Se at a distorted geometry, with properties calculated with wB97M-V/def2-TZVPD.

The LUMO energy (spin up / spin down) comes out at -14.61 / -14.61 eV. For the strongest force on any atom, the calculation gives 3.5 eV/A. The HOMO energy (spin up / spin down) comes out at -0.66862 / -0.66861 Ha. The net charge is +4. As for the spin multiplicity: 1. For the relative energy (zero: lowest compared OMol25 entry of this formula, charge and spin), the calculation gives 81.7 kcal per mole.

Geometry (Å):
C -1.253 2.734 -1.345
H -3.412 0.018 -3.016
H 1.524 2.596 3.314
C -2.753 -0.808 -2.707
H -1.483 4.752 -6.484
C 4.234 0.019 -1.945
C -1.993 4.443 -3.036
H 4.370 -0.232 -2.999
C -4.179 -2.973 -0.076
H -1.765 -4.347 -0.652
C 1.512 1.247 0.763
C 0.230 0.946 5.324
N -1.615 0.075 4.483
C 1.706 0.024 0.034
H -3.179 -0.832 5.460
H 3.455 0.772 -1.874
C 5.232 -0.995 2.086
C -3.306 -2.097 -3.339
C 2.436 -2.785 0.862
H 4.959 -1.897 2.655
H 5.851 -1.293 1.225
H 1.454 -0.859 -1.943
H -4.353 -0.934 0.673
H 4.483 -3.603 0.463
C 1.212 -0.023 -1.284
C -3.573 -1.657 0.370
C -0.178 1.909 -0.902
H 3.495 -4.505 1.645
C 0.551 2.142 0.327
H -2.196 3.081 -4.742
H -0.664 7.637 -3.583
H -3.978 -1.839 -4.167
C -2.157 3.410 -1.968
H 3.223 -1.927 -1.820
C -1.251 1.050 3.577
H -1.010 -2.270 0.306
H 3.124 -4.604 -0.086
H 4.227 0.734 1.224
C -1.507 5.014 -5.402
N -0.159 1.647 4.161
H -0.381 -4.055 -1.642
C 0.544 2.825 3.767
H -0.295 -1.726 -1.184
H -4.671 -3.499 0.754
N -1.063 6.232 -5.081
H -2.517 -2.704 -3.800
H 3.290 -0.089 2.478
H 4.796 -1.887 -0.985
H -1.759 -0.586 -3.139
C -1.191 -2.228 -0.789
H 1.543 -2.983 0.280
H -4.946 -2.827 -0.856
H 1.054 1.284 5.900
H 5.183 0.409 -1.582
H -3.869 -2.688 -2.614
P -2.442 -0.875 -0.885
H -0.055 3.426 3.066
H 0.365 3.073 0.881
Br 0.477 -0.890 2.207
P 3.051 -1.131 0.412
C -1.366 -3.641 -1.386
C -1.497 5.748 -2.771
H 2.118 -2.683 1.917
H 5.836 -0.343 2.737
H -3.508 -0.355 3.743
C 3.980 -0.248 1.643
C -2.762 -0.777 4.428
C -1.971 4.100 -4.417
C -0.687 -0.015 5.515
H -1.966 -3.678 -2.294
H -2.513 -1.810 4.119
Se -2.055 1.396 1.726
C -1.052 6.616 -3.802
H -0.138 0.852 -2.747
Hf -2.829 1.559 -0.656
H -3.426 -3.672 -0.469
H -1.328 6.083 -1.742
H 0.752 3.401 4.698
H 2.061 1.421 1.674
H -2.934 -1.791 1.257
C 3.904 -1.287 -1.212
C 3.447 -3.919 0.712
C 0.320 0.910 -1.756
H -0.810 -0.717 6.312

Atoms 1-3, force components in eV/Å:
3.10 1.28 -1.05
-0.06 0.25 0.09
-0.47 -0.02 0.18